(1)
Density functional theory data (wB97M-V/def2-TZVPD) for a cluster of 3 separate species, C5H10O2 in total.

Calculated values
LUMO energy (spin up / spin down) ... -0.9 / -0.9 eV
ΔE to the lowest compared entry with this formula, charge and spin ... 11.491 eV
Orbital gap (spin up / spin down) ... 0.2903 / 0.2903 hartree

Structure (XYZ):
```
17
Properties=species:S:1:pos:R:3:forces:R:3:mulliken_charge:R:1
C 1.113 1.482 1.068 -0.2 0.2 -0.4 -1.240
C 0.359 0.633 0.061 -0.3 0.1 -0.4 1.053
C -1.024 0.205 0.422 0.0 -0.3 -0.1 -0.483
C -1.446 -1.158 -0.045 -0.1 -0.8 1.1 -0.756
O -0.106 -2.768 -0.591 -1.6 2.5 -0.5 -0.656
C 0.542 0.576 -1.422 1.2 -1.3 -0.9 -0.591
O 1.269 -0.241 -0.596 0.8 -0.2 0.9 -0.509
H 0.513 2.328 1.412 0.1 0.0 0.0 0.336
H 1.361 0.848 1.942 -0.2 0.2 -0.4 0.296
H 2.050 1.839 0.634 -0.1 0.0 0.1 0.369
H -1.703 0.973 0.042 0.1 0.0 -0.1 0.338
H -1.203 0.167 1.508 0.3 -0.1 -0.1 0.305
H -2.539 -1.152 -0.194 0.8 -0.9 -1.4 0.315
H -1.173 -1.831 0.683 -0.2 -1.3 1.7 0.453
H 0.650 -2.167 -0.481 0.1 -0.1 -0.1 0.383
H 0.993 1.447 -1.922 0.1 -0.8 -0.5 0.223
H 0.345 -1.182 -2.521 -0.7 2.7 1.0 0.165
```
Forces are in eV/Å.



(2)
Density functional theory data (wB97M-V/def2-TZVPD) for a structure of composition C5H10O2.

Calculated values
LUMO energy (spin up / spin down) ... 0.4 / 0.4 eV
ΔE to the lowest compared entry with this formula, charge and spin ... 6.775 eV
Orbital gap (spin up / spin down) ... 0.2907 / 0.2907 hartree

Structure (XYZ):
```
17
Properties=species:S:1:pos:R:3:forces:R:3:mulliken_charge:R:1
C -1.615 -1.685 0.053 -0.4 -0.6 -0.1 -0.953
O -0.657 -0.562 -1.047 -0.6 -0.2 -0.3 -0.611
C -0.651 -0.209 0.271 0.2 0.7 -0.2 0.297
C 0.582 -0.506 1.030 0.6 0.2 0.3 -0.695
C 0.814 0.846 0.519 0.2 0.1 0.2 -0.377
C 1.308 1.127 -0.835 0.1 -0.4 0.0 -0.324
O 1.384 2.510 -1.131 -0.3 0.1 0.0 -0.554
H -2.176 -1.565 0.990 0.1 -0.1 -0.1 0.324
H -0.915 -2.513 0.111 -0.1 0.2 0.0 0.324
H -2.317 -1.812 -0.763 0.0 0.0 0.0 0.339
H -1.370 0.497 0.680 -0.2 -0.1 -0.1 0.394
H 0.464 -0.608 2.099 0.0 0.0 0.2 0.286
H 1.160 -1.314 0.595 0.0 -0.1 -0.1 0.287
H 0.617 1.690 1.169 0.1 -0.1 0.0 0.401
H 2.295 0.696 -1.036 -0.1 0.1 0.0 0.318
H 0.601 0.572 -1.541 0.2 0.1 0.2 0.213
H 0.477 2.835 -1.166 0.2 0.1 -0.1 0.333
```
Forces are in eV/Å.



(3)
Density functional theory data (wB97M-V/def2-TZVPD) for a cluster of 2 separate species, C5H10O2 in total.

Calculated values
LUMO energy ... 0.6 eV
SMILES string ... C=C/C(O)=C/C.O
ΔE to the lowest compared entry with this formula, charge and spin ... 3.325 eV
Orbital gap ... 0.3396 hartree

Structure (XYZ):
```
17
Properties=species:S:1:pos:R:3:forces:R:3:mulliken_charge:R:1
C 0.279 -0.100 2.294 1.0 -0.1 0.5 -0.806
C 0.279 0.639 1.150 0.4 -1.6 1.3 -0.656
C 0.491 0.132 -0.239 0.6 -1.0 -0.1 0.502
O 1.434 0.920 -0.954 -1.2 -0.3 2.7 -0.506
C 0.028 -1.080 -0.613 -0.5 0.7 1.8 -0.012
C 0.127 -1.825 -1.872 1.0 -1.7 -0.8 -1.123
H 0.272 -1.227 2.246 0.3 1.3 0.0 0.183
H 0.516 0.311 3.374 -1.2 -0.5 -2.5 0.234
H 0.135 1.684 1.226 0.7 1.0 0.0 0.815
H 1.237 0.914 -1.859 -0.4 -0.2 -2.1 0.317
H -0.341 -1.660 0.255 -0.4 0.6 -0.7 0.114
H -0.381 -2.842 -1.858 0.5 1.4 0.3 0.298
H 1.213 -2.042 -2.000 -0.6 0.0 -0.4 0.277
H -0.244 -1.328 -2.766 0.1 0.3 0.0 0.315
O -1.853 2.852 0.526 0.5 -1.0 1.2 -0.668
H -1.635 2.314 -0.261 -0.1 0.2 0.9 0.325
H -1.555 2.338 1.347 -0.8 0.9 -2.1 0.388
```
Forces are in eV/Å.



(4)
Density functional theory data (wB97M-V/def2-TZVPD) for a cluster of 2 separate species, C5H10O2 in total.

Calculated values
LUMO energy ... 1.0 eV
SMILES string ... CC(=O)[C@H]1CCO1.[H][H]
ΔE to the lowest compared entry with this formula, charge and spin ... 3.566 eV
Orbital gap ... 0.3843 hartree

Structure (XYZ):
```
17
Properties=species:S:1:pos:R:3:forces:R:3:mulliken_charge:R:1
C 1.043 0.150 2.035 0.0 0.0 0.2 -1.280
C 0.969 0.057 0.546 0.3 -0.6 0.1 0.533
O 1.891 -0.415 -0.087 -0.6 -0.3 0.5 -0.565
C -0.407 0.406 -0.037 0.2 0.1 0.0 0.183
C -0.757 -0.075 -1.447 0.1 0.0 -0.1 -0.437
C -1.660 -1.082 -0.722 -0.2 -0.2 -0.2 -0.470
O -1.298 -0.558 0.570 -0.2 0.0 0.2 -0.452
H 2.089 0.199 2.339 -0.2 0.0 0.0 0.356
H 0.466 0.985 2.441 0.0 -0.1 0.0 0.340
H 0.593 -0.781 2.388 0.0 0.1 0.2 0.288
H -0.714 1.435 0.203 0.2 -0.2 0.0 0.399
H -1.277 0.661 -2.065 0.1 -0.1 0.1 0.304
H 0.081 -0.498 -2.002 -0.1 0.0 0.1 0.285
H -1.374 -2.135 -0.830 0.0 0.1 0.1 0.252
H -2.735 -0.973 -0.893 0.1 0.0 0.0 0.256
H 1.378 1.656 -1.212 0.4 0.0 -0.5 0.111
H 1.711 0.969 -1.228 -0.3 1.3 -0.6 -0.102
```
Forces are in eV/Å.



(5)
Density functional theory data (wB97M-V/def2-TZVPD) for a cluster of 2 separate species, C5H10O2 in total.

Calculated values
LUMO energy ... 0.8 eV
SMILES string ... C/C=C/CC=O.O
ΔE to the lowest compared entry with this formula, charge and spin ... 1.729 eV
Orbital gap ... 0.3859 hartree

Structure (XYZ):
```
17
Properties=species:S:1:pos:R:3:forces:R:3:mulliken_charge:R:1
C -2.423 -0.259 -0.171 0.0 -0.1 0.0 -1.214
C -1.199 0.607 -0.178 0.3 0.0 0.1 -0.201
C -0.090 0.335 0.510 -0.2 0.1 -0.1 -0.101
C 1.121 1.222 0.565 0.0 0.0 0.0 -0.611
C 2.433 0.499 0.369 0.0 -0.1 -0.1 -0.002
O 2.573 -0.526 -0.254 0.0 0.3 0.3 -0.512
H -2.753 -0.494 -1.189 0.0 0.0 0.1 0.327
H -2.237 -1.199 0.357 0.0 0.1 -0.1 0.297
H -3.257 0.253 0.324 0.1 -0.1 -0.1 0.359
H -1.244 1.516 -0.781 0.0 -0.1 0.1 0.274
H -0.039 -0.581 1.097 0.0 0.1 -0.1 0.393
H 1.178 1.759 1.522 0.0 -0.1 -0.1 0.331
H 1.078 2.000 -0.212 0.0 -0.1 0.1 0.288
H 3.314 0.985 0.836 0.0 0.0 -0.1 0.328
O 0.448 -2.430 -0.851 0.1 0.1 -0.1 -0.663
H -0.173 -1.768 -1.174 0.0 -0.1 0.0 0.307
H 1.270 -1.920 -0.771 -0.1 -0.1 0.0 0.400
```
Forces are in eV/Å.



(6)
Density functional theory data (wB97M-V/def2-TZVPD) for an isolated molecule of C5H10O2.

Calculated values
LUMO energy ... 0.8 eV
SMILES string ... CC[C@@H](O)CC=O
ΔE to the lowest compared entry with this formula, charge and spin ... 1.237 eV
Orbital gap ... 0.4001 hartree

Structure (XYZ):
```
17
Properties=species:S:1:pos:R:3:forces:R:3:mulliken_charge:R:1
C 1.799 1.375 -0.866 0.0 0.1 0.0 -1.190
C 0.529 0.556 -1.087 0.0 0.0 0.0 -0.497
C 0.004 -0.029 0.216 0.1 -0.2 -0.2 0.105
O -0.314 1.032 1.089 -0.1 0.0 0.2 -0.556
C -1.225 -0.939 0.013 0.0 0.0 0.0 -0.649
C -1.471 -1.717 1.280 0.0 0.2 0.3 0.111
O -1.552 -1.184 2.367 0.0 -0.3 -0.4 -0.513
H 2.220 1.721 -1.816 -0.1 -0.1 0.1 0.370
H 1.590 2.250 -0.245 0.0 -0.1 -0.1 0.283
H 2.563 0.777 -0.355 -0.1 0.1 -0.1 0.301
H -0.251 1.180 -1.542 0.1 -0.1 0.1 0.325
H 0.728 -0.273 -1.779 0.0 0.1 0.1 0.322
H 0.811 -0.646 0.650 0.0 0.1 0.0 0.252
H -0.718 0.633 1.877 0.1 0.1 -0.1 0.376
H -1.095 -1.625 -0.831 0.0 0.1 0.1 0.325
H -2.090 -0.290 -0.181 0.1 -0.1 0.0 0.312
H -1.527 -2.822 1.209 -0.1 0.1 0.0 0.325
```
Forces are in eV/Å.



(7)
Density functional theory data (wB97M-V/def2-TZVPD) for a cluster of 3 separate species, C5H10O2 in total.

Calculated values
LUMO energy (spin up / spin down) ... 0.6 / 0.7 eV
ΔE to the lowest compared entry with this formula, charge and spin ... 6.263 eV
Orbital gap (spin up / spin down) ... 0.2810 / 0.2881 hartree

Structure (XYZ):
```
17
Properties=species:S:1:pos:R:3:forces:R:3:mulliken_charge:R:1
O 2.227 0.370 -0.352 0.1 0.0 -0.1 -0.495
C 1.477 -0.510 0.380 0.8 0.0 0.6 -0.699
C 0.060 -0.278 0.484 -0.7 0.0 -0.6 0.323
C -0.495 1.139 0.676 0.0 0.1 0.2 -0.736
C -1.813 1.047 -0.102 0.1 0.2 0.2 -0.417
O -1.427 0.357 -1.286 -0.2 -0.1 0.0 -0.377
C -0.525 -0.608 -0.934 0.1 0.8 -0.1 -0.476
H 3.116 0.013 -0.456 -0.1 0.1 0.0 0.346
H 0.811 -2.237 -0.365 -0.9 -0.5 -0.4 0.019
H 2.010 -1.118 1.103 0.0 0.1 -0.1 0.507
H -0.367 -0.953 1.231 0.1 0.1 -0.1 0.303
H -0.627 1.395 1.732 0.0 0.0 -0.2 0.336
H 0.167 1.874 0.207 -0.1 -0.1 0.1 0.281
H -2.246 2.006 -0.397 0.1 -0.1 0.1 0.353
H -2.562 0.469 0.457 0.1 0.0 -0.1 0.257
H 0.182 -0.735 -1.759 -0.1 -0.1 0.2 0.376
H 0.012 -2.232 -0.620 1.0 -0.5 0.4 0.101
```
Forces are in eV/Å.



(8)
Density functional theory data (wB97M-V/def2-TZVPD) for a cluster of 2 separate species, C5H10O2 in total.

Calculated values
LUMO energy ... 0.9 eV
SMILES string ... C=CC1COC1.O
ΔE to the lowest compared entry with this formula, charge and spin ... 2.972 eV
Orbital gap ... 0.3931 hartree

Structure (XYZ):
```
17
Properties=species:S:1:pos:R:3:forces:R:3:mulliken_charge:R:1
C -0.437 -2.010 0.004 0.0 0.1 -0.1 -0.788
C -0.392 -0.954 -0.805 0.0 -0.2 0.1 -0.547
C 0.687 0.089 -0.872 0.0 -0.1 0.0 0.431
C 0.226 1.523 -1.184 -0.2 0.0 -0.3 -0.580
O 0.911 2.046 -0.042 0.1 0.2 0.1 -0.409
C 1.239 0.731 0.419 0.2 -0.3 0.2 -0.221
H -1.273 -2.704 -0.034 0.1 0.1 0.0 0.250
H 0.359 -2.248 0.709 -0.1 0.1 -0.1 0.304
H -1.211 -0.813 -1.513 0.1 0.0 0.1 0.313
H 1.492 -0.236 -1.541 -0.1 0.0 0.1 0.358
H -0.863 1.660 -1.110 0.2 0.0 0.0 0.292
H 0.581 1.968 -2.121 0.0 0.0 0.1 0.277
H 2.314 0.621 0.604 -0.2 0.0 0.0 0.262
H 0.680 0.477 1.328 0.1 0.0 -0.1 0.047
O -1.642 0.147 2.334 0.0 0.0 -0.1 -0.644
H -0.853 -0.397 2.437 -0.1 0.0 0.1 0.315
H -1.818 0.101 1.386 0.0 0.0 0.1 0.338
```
Forces are in eV/Å.



(9)
Density functional theory data (wB97M-V/def2-TZVPD) for a cluster of 2 separate species, C5H10O2 in total.

Calculated values
LUMO energy ... 0.9 eV
SMILES string ... OCC1C=C1.CO
ΔE to the lowest compared entry with this formula, charge and spin ... 4.250 eV
Orbital gap ... 0.3778 hartree

Structure (XYZ):
```
17
Properties=species:S:1:pos:R:3:forces:R:3:mulliken_charge:R:1
O -1.212 0.557 -1.744 0.3 0.1 -0.1 -0.549
C -1.800 0.259 -0.500 -0.2 -0.1 0.3 -0.612
C -1.361 -1.080 0.070 -0.2 0.0 -0.2 -0.034
C -0.031 -1.262 0.747 -0.1 -0.1 0.2 -0.680
C -1.059 -1.246 1.534 0.2 0.0 -0.1 -0.300
H -0.301 0.838 -1.554 -0.1 0.0 -0.1 0.397
H -2.883 0.238 -0.665 0.1 0.0 0.0 0.347
H -1.604 1.056 0.240 0.0 -0.1 -0.1 0.331
H -1.768 -1.933 -0.484 0.1 0.1 0.1 0.344
H 1.030 -1.413 0.614 -0.2 0.0 0.0 0.424
H -1.475 -1.335 2.524 0.1 0.0 -0.1 0.393
C 2.413 0.827 -0.254 0.3 -0.1 0.0 -0.646
O 1.120 1.409 -0.237 -0.1 0.0 0.2 -0.569
H 2.431 -0.109 -0.829 0.0 0.1 0.1 0.283
H 2.780 0.624 0.761 0.0 0.1 -0.2 0.329
H 3.091 1.541 -0.728 -0.1 -0.1 0.0 0.249
H 0.629 1.031 0.505 0.0 0.1 -0.1 0.291
```
Forces are in eV/Å.



(10)
Density functional theory data (wB97M-V/def2-TZVPD) for an isolated molecule of C5H10O2.

Calculated values
LUMO energy ... 1.0 eV
SMILES string ... CCO[C@@H](C)C=O
ΔE to the lowest compared entry with this formula, charge and spin ... 2.383 eV
Orbital gap ... 0.3927 hartree

Structure (XYZ):
```
17
Properties=species:S:1:pos:R:3:forces:R:3:mulliken_charge:R:1
C 2.483 -0.485 0.050 -0.1 0.0 -0.1 -1.163
C 1.045 -0.948 0.289 0.0 -0.3 0.2 -0.257
O 0.109 -0.199 -0.481 -0.5 -0.5 -0.1 -0.425
C -1.223 0.066 0.083 0.6 -0.3 -0.2 0.452
C -1.127 1.550 0.441 0.3 -0.1 -0.1 -1.007
C -2.162 -0.253 -1.076 -0.1 -0.4 0.0 -0.228
O -2.892 -1.214 -1.126 0.4 0.7 0.1 -0.467
H 2.668 0.526 0.427 -0.2 -0.1 -0.1 0.309
H 3.176 -1.157 0.574 -0.2 0.1 -0.1 0.371
H 2.745 -0.507 -1.011 -0.1 0.0 0.1 0.294
H 0.948 -1.997 -0.010 0.1 -0.1 0.2 0.305
H 0.824 -0.868 1.364 -0.1 0.0 -0.2 0.298
H -1.460 -0.594 0.933 0.2 0.1 -0.3 0.400
H -1.295 1.798 1.494 -0.1 -0.1 -0.3 0.255
H -0.061 1.584 0.184 -0.3 1.4 0.5 0.273
H -1.690 2.230 -0.216 0.1 -0.3 0.2 0.306
H -2.089 0.470 -1.920 0.0 -0.2 0.1 0.284
```
Forces are in eV/Å.



(11)
Density functional theory data (wB97M-V/def2-TZVPD) for an isolated molecule of C5H10O2.

Calculated values
LUMO energy ... 1.0 eV
SMILES string ... CO[C@@H]1C[C@@H]1CO
ΔE to the lowest compared entry with this formula, charge and spin ... 2.563 eV
Orbital gap ... 0.3902 hartree

Structure (XYZ):
```
17
Properties=species:S:1:pos:R:3:forces:R:3:mulliken_charge:R:1
C 0.665 0.864 1.772 0.1 0.0 0.2 -0.638
O 0.194 1.343 0.522 -0.1 0.0 -0.1 -0.489
C 0.739 0.636 -0.562 0.1 0.0 -0.1 -0.135
C -0.117 0.442 -1.770 0.0 0.1 -0.1 -0.665
C 0.218 -0.735 -0.892 0.0 -0.1 0.0 0.028
C -0.880 -1.377 -0.058 0.2 -0.3 -0.1 -0.726
O -1.868 -0.478 0.392 -0.1 0.2 0.0 -0.591
H 0.194 -0.092 2.036 0.1 0.1 0.0 0.253
H 0.393 1.612 2.519 0.1 -0.1 -0.1 0.225
H 1.754 0.733 1.763 -0.1 0.1 0.0 0.330
H 1.801 0.841 -0.712 -0.2 -0.1 0.0 0.446
H 0.342 0.529 -2.751 -0.1 0.0 0.2 0.273
H -1.141 0.802 -1.707 0.2 0.0 0.0 0.225
H 0.954 -1.447 -1.263 -0.1 0.1 0.0 0.381
H -0.415 -1.913 0.787 -0.1 0.1 -0.1 0.285
H -1.401 -2.128 -0.663 0.1 0.1 0.1 0.366
H -1.433 0.367 0.589 -0.1 -0.1 0.0 0.431
```
Forces are in eV/Å.



(12)
Density functional theory data (wB97M-V/def2-TZVPD) for an isolated molecule of C5H10O2.

Calculated values
LUMO energy ... 1.0 eV
ΔE to the lowest compared entry with this formula, charge and spin ... 4.662 eV
Orbital gap ... 0.3437 hartree

Structure (XYZ):
```
17
Properties=species:S:1:pos:R:3:forces:R:3:mulliken_charge:R:1
C -1.356 0.496 2.204 -0.2 0.1 0.2 -0.731
O -0.622 -0.320 1.328 -0.1 -0.1 -0.1 -0.298
C -0.576 0.194 0.020 -0.1 0.0 -0.3 -0.829
C 0.189 -0.786 -0.867 -0.4 0.0 -0.2 0.479
C 0.493 -0.209 -2.235 0.0 0.0 0.0 -1.450
C 2.043 -0.209 0.338 -0.1 -0.3 0.2 -0.269
O 1.389 -1.215 -0.164 0.1 0.7 0.4 -0.285
H -0.947 1.517 2.255 0.0 -0.2 0.0 0.307
H -1.298 0.040 3.196 0.0 0.1 -0.2 0.244
H -2.412 0.559 1.900 0.1 0.0 0.0 0.295
H -0.085 1.179 0.015 -0.1 -0.2 0.0 0.434
H -1.592 0.304 -0.393 0.1 0.0 0.0 0.503
H -0.378 -1.715 -0.943 0.0 0.1 -0.1 0.308
H 1.187 -0.854 -2.781 -0.1 0.0 0.1 0.371
H -0.438 -0.140 -2.808 0.1 0.0 0.0 0.387
H 0.936 0.789 -2.156 0.0 -0.2 0.1 0.360
H 2.689 -0.696 1.090 0.6 -0.1 -0.2 0.173
```
Forces are in eV/Å.